C4H4N2O | ωB97M-V/def2-TZVPD

As for the multiplicity: 1. The calculation puts the relative energy (zero: lowest compared OMol25 entry of this formula, charge and spin) at 88.65 kcal/mol. The HOMO energy is -0.353 hartree. The value obtained for the total energy is -339.4404 hartree. Its HOMO-LUMO gap is 0.3036 Ha. Its SMILES is O=C1C=C=NC=N1.[H][H].

Cartesian coordinates (Å):
O  -1.91475  1.74448  1.13700
C  -0.91529  1.14563  0.83340
C  -1.07516  -0.05128  -0.15499
C  0.14133  -0.49030  -0.29519
N  1.32613  -0.34997  0.02496
C  1.38841  0.73231  0.91281
N  0.37720  1.42603  1.29133
H  -2.05255  -0.31183  -0.52241
H  0.17745  -2.17152  -2.48676
H  0.24764  -2.71781  -1.98581
H  2.38472  0.96290  1.27539

Forces on atoms 1 to 3 (eV/Å):
0.4022 -0.2326 -0.1156
-0.2106 0.1734 0.1095
0.1018 -0.1934 -0.1283

C5H19NO4 | ωB97M-V/def2-TZVPD

As for the multiplicity: 1. The calculation puts the relative energy (zero: lowest compared OMol25 entry of this formula, charge and spin) at 60.94 kcal/mol. The HOMO energy is -0.324 hartree. The value obtained for the total energy is -557.5347 hartree. Its HOMO-LUMO gap is 0.3355 Ha. Its SMILES is CN1CCCC1.O.O.O.O.

Cartesian coordinates (Å):
C  1.09606  -0.99687  -1.40924
N  0.46109  -0.97171  -0.02059
C  0.20971  -2.27476  0.52277
C  -0.85601  -2.08761  1.62624
C  -1.84015  -0.95716  1.08597
C  -0.86712  -0.18245  0.08988
H  1.31725  0.03211  -1.75376
H  0.59381  -1.39607  -2.30168
H  2.15309  -1.44911  -1.27554
H  -0.09528  -3.15093  -0.09908
H  1.23091  -2.66474  0.89077
H  -0.36061  -1.77293  2.47825
H  -1.36393  -3.00523  1.69768
H  -2.18074  -0.37965  1.89830
H  -2.61466  -1.47090  0.60684
H  -1.25461  0.10155  -0.84484
H  -0.60250  0.72070  0.70304
H  3.00905  -0.79179  0.29760
H  3.89680  -0.46970  -0.77527
O  3.83092  -1.08744  -0.10760
H  1.48193  3.16648  2.28527
H  1.29809  2.25218  1.09486
O  1.43072  3.23289  1.33245
H  -2.15891  2.42247  -0.65723
H  -2.34137  3.14308  0.59948
O  -2.43798  2.33464  0.21524
H  -1.61829  2.16661  -2.97719
H  -0.29961  2.61069  -2.39296
O  -1.11764  2.92566  -2.80964

Forces on atoms 1 to 3 (eV/Å):
1.6285 0.6165 1.1400
-1.3841 0.6490 -2.5742
1.5153 -1.8426 1.1907

C5H9ClS2 | ωB97M-V/def2-TZVPD

As for the multiplicity: 1. The calculation puts the relative energy (zero: lowest compared OMol25 entry of this formula, charge and spin) at 16.88 kcal/mol. The HOMO energy is -0.306 hartree. The value obtained for the total energy is -1452.4414 hartree. Its HOMO-LUMO gap is 0.3281 Ha. Its SMILES is CS/C=C(/CCl)SC.

Cartesian coordinates (Å):
C  -2.17487  1.41233  0.17451
C  -0.56608  -0.44246  -1.15728
C  0.42204  -0.49139  -0.26436
C  1.86850  -0.48510  -0.76669
C  -0.92589  -1.64487  1.86370
H  -3.10930  1.97927  0.12717
H  -1.39237  2.12828  -0.04954
H  -2.02144  0.91048  1.12728
H  -0.30707  -0.75867  -2.16767
H  1.83561  -0.48409  -1.87454
H  2.44604  -1.28663  -0.28095
H  -0.70182  -2.59331  1.24180
H  -0.97673  -1.86429  2.95619
H  -1.94150  -1.31309  1.57162
S  -2.25509  0.07434  -1.09531
S  0.32001  -0.39596  1.50418
Cl  2.66986  1.07864  -0.48779

Forces on atoms 1 to 3 (eV/Å):
-0.2759 -0.5722 -0.4552
-0.5505 -0.1113 -0.6341
0.9182 0.5691 0.5161

C5H12O | ωB97M-V/def2-TZVPD

As for the multiplicity: 1. The calculation puts the relative energy (zero: lowest compared OMol25 entry of this formula, charge and spin) at 24.13 kcal/mol. The HOMO energy is -0.360 hartree. The value obtained for the total energy is -272.9102 hartree. Its HOMO-LUMO gap is 0.4012 Ha. Its SMILES is COCC(C)C.

Cartesian coordinates (Å):
C  2.74527  0.26012  0.11764
O  1.44794  0.76432  0.06505
C  0.58976  -0.33103  -0.03255
C  -0.82796  0.19126  -0.34467
C  -1.50447  1.03351  0.76615
C  -1.70844  -0.99743  -0.69980
H  2.77439  -0.58070  -0.64351
H  2.95372  -0.20462  1.09487
H  3.41570  1.11594  -0.02834
H  1.13536  -1.03557  -0.77965
H  0.60004  -0.91613  0.90765
H  -0.73126  0.85341  -1.21552
H  -0.94381  1.93455  1.03695
H  -2.49728  1.36956  0.42417
H  -1.67332  0.45486  1.68373
H  -1.25271  -1.56690  -1.51446
H  -1.81102  -1.65846  0.16998
H  -2.71190  -0.68668  -1.00770

Forces on atoms 1 to 3 (eV/Å):
0.3443 -0.2949 -0.0879
-0.0227 0.1935 0.1952
-0.1217 -0.3626 -0.1730

C3H4FO3 | ωB97M-V/def2-TZVPD

As for the multiplicity: 1. The calculation puts the relative energy (zero: lowest compared OMol25 entry of this formula, charge and spin) at 61.06 kcal/mol. The HOMO energy is -0.142 hartree. The value obtained for the total energy is -442.2770 hartree. Its HOMO-LUMO gap is 0.3044 Ha. Its SMILES is [O-][C@@]1(CF)O[C@H]1O. The total charge is -1.

Cartesian coordinates (Å):
C  -0.23487  0.05798  0.41408
C  1.15740  -0.51710  0.66222
C  -0.63459  0.21713  -0.95368
O  -0.71851  0.74345  1.38953
O  -1.00832  -1.00662  -0.38901
O  -1.64602  1.20745  -1.08191
F  2.02397  -0.19200  -0.42401
H  1.37366  -0.11069  1.62462
H  1.35992  -1.61515  0.62607
H  -0.00002  -0.07725  -1.80255
H  -1.67262  1.29281  -0.06537

Forces on atoms 1 to 3 (eV/Å):
2.2185 -1.1998 0.9241
-0.0543 -1.4869 -1.2580
-0.4569 -0.2226 -1.9894

C3H7O3 | ωB97M-V/def2-TZVPD

As for the multiplicity: 2. The calculation puts the relative energy (zero: lowest compared OMol25 entry of this formula, charge and spin) at 36.90 kcal/mol. The HOMO energy (alpha / beta) is -0.344 / -0.344 hartree. The value obtained for the total energy is -344.1131 hartree. Its HOMO-LUMO gap (alpha / beta) is 0.3587 / 0.2260 Ha. As for the expectation value of S²: 0.7526.

Cartesian coordinates (Å):
O  -0.54131  -1.74423  2.10598
H  -0.21120  -2.43910  2.60283
H  1.87714  0.27618  0.36235
C  1.02523  0.92719  0.12336
C  0.36755  0.48990  -1.16189
O  0.93721  0.67042  -2.20446
C  -0.96778  -0.16509  -1.13663
O  0.15026  0.98039  1.23055
H  1.42969  1.93970  -0.00814
H  -1.35703  -0.29720  -0.12688
H  -1.68491  0.43427  -1.69531
H  -0.91094  -1.14455  -1.60975
H  -0.11390  0.07213  1.51799

Forces on atoms 1 to 3 (eV/Å):
-1.3460 2.5059 -1.8666
1.2937 -2.5926 1.8822
0.0054 -0.0456 -0.3734

C5H8N2 | ωB97M-V/def2-TZVPD

As for the multiplicity: 1. The calculation puts the relative energy (zero: lowest compared OMol25 entry of this formula, charge and spin) at 35.39 kcal/mol. The HOMO energy is -0.347 hartree. The value obtained for the total energy is -304.7791 hartree. Its HOMO-LUMO gap is 0.3572 Ha. Its SMILES is C=CC(=C)C#N.N.

Cartesian coordinates (Å):
C  2.84249  0.11235  -0.14451
C  1.53038  -1.86818  0.04083
C  1.59827  -0.53315  0.08382
C  0.43572  1.63523  0.16977
C  0.44122  0.31786  0.33733
N  3.84768  0.63422  -0.32221
N  -3.28545  -0.02124  -0.16761
H  0.59545  -2.37921  0.19632
H  2.39013  -2.48438  -0.15869
H  -3.52719  0.80057  0.37509
H  1.30818  2.17610  -0.15626
H  -0.45271  2.21627  0.34743
H  -0.45915  -0.20164  0.63596
H  -4.05829  -0.66950  -0.10263
H  -3.20674  0.26469  -1.13465

Forces on atoms 1 to 3 (eV/Å):
0.5781 0.1186 -0.1044
0.0396 0.1964 0.0198
-0.4365 -0.7288 0.0541

C5H11ClNO2 | ωB97M-V/def2-TZVPD

As for the multiplicity: 1. The calculation puts the relative energy (zero: lowest compared OMol25 entry of this formula, charge and spin) at 0.00 kcal/mol. The HOMO energy is -0.531 hartree. The value obtained for the total energy is -862.2971 hartree. Its HOMO-LUMO gap is 0.4073 Ha. Its SMILES is O[C@@H]1C[C@H](Cl)[C@@H](O)C[NH2+]1. The total charge is +1.

Cartesian coordinates (Å):
O  -1.52721  -1.68569  -1.62590
C  -0.64939  -1.01724  -0.79554
C  -1.20493  -0.56701  0.53790
C  0.00573  -0.20690  1.38271
Cl  -0.40794  0.13675  3.05066
C  0.70923  0.99293  0.73720
O  1.94418  1.23554  1.34840
C  1.02873  0.74497  -0.72552
N  -0.16606  0.22241  -1.47012
H  -1.33022  -2.63555  -1.57627
H  0.24324  -1.60453  -0.60519
H  -1.85376  -1.31015  0.97154
H  -1.76530  0.35129  0.39221
H  0.72186  -1.01657  1.35828
H  0.06666  1.86658  0.82192
H  1.79155  1.78734  2.13317
H  1.33861  1.68473  -1.15784
H  1.85138  0.05571  -0.84846
H  -0.88621  0.94710  -1.48994
H  0.08988  0.01828  -2.43921

Forces on atoms 1 to 3 (eV/Å):
0.0728 -0.0323 -0.1100
-0.4868 -0.5509 0.4485
0.3817 0.4346 -0.0126

Question: Which of these has the highest total energy?
Answer: C5H12O